## A
A cluster of 2 separate species, C9H14 in total, computed with the ωB97M-V functional and the def2-TZVPD basis.

Computed properties:
Gap between HOMO and LUMO (alpha / beta): 9.511 / 5.904 eV
Total charge: +1
2S+1: 2

CARTESIAN COORDINATES (ANGSTROEM)
C 1.7348 -2.4604 -1.7695
C 0.3148 1.4465 -0.6102
C 0.9893 1.2955 -1.8161
C -0.0403 0.4034 0.1970
C 1.5157 -0.0960 -2.0326
C 0.4043 -0.9497 -0.0418
C 1.2907 -1.1260 -1.1619
H -0.0367 2.5245 -0.3735
H 1.1741 2.0911 -2.5125
H -0.9138 0.4161 0.8425
H 1.9479 -0.3103 -3.0050
H 0.0881 -1.7758 0.4975
H 2.3224 -2.9547 -0.9486
H 2.4942 -2.5313 -2.5718
H 0.9534 -3.1760 -2.0090
C -2.0345 1.3821 3.1395
C -3.0332 0.2424 2.8060
H -1.0026 0.9940 2.8793
H -2.2192 2.3232 2.6405
H -2.0679 1.5206 4.1724
H -4.0127 0.5950 2.6912
H -2.5551 0.0215 1.7938
H -3.0221 -0.5645 3.6416



## B
A cluster of 2 separate species, C9H14 in total, computed with the ωB97M-V functional and the def2-TZVPD basis.

Computed properties:
Gap between HOMO and LUMO (alpha / beta): 10.425 / 6.700 eV
Total charge: +1
2S+1: 2

CARTESIAN COORDINATES (ANGSTROEM)
C -0.0011 0.8390 2.9079
C -0.0128 2.1363 2.0837
H 0.6524 0.8806 3.7803
H -0.9872 0.5534 3.2605
H 0.3593 -0.0031 2.3032
H -0.9720 2.2354 1.5740
H 0.8424 2.2219 1.4232
H -0.0081 2.9924 2.7539
C 1.0229 1.1381 -1.4778
C 0.0158 -2.3839 -2.2410
C -1.0445 -2.5573 -1.3137
C 0.7480 -1.2404 -2.1949
C 0.3526 -0.1589 -1.3165
C -1.3292 -1.5648 -0.3456
C -0.7318 -0.3332 -0.4064
H 0.2467 -3.1935 -2.9182
H -1.5889 -3.4921 -1.3239
H 1.6330 -1.1238 -2.8046
H -2.1034 -1.7277 0.3929
H 2.0602 1.0302 -1.1385
H 0.5363 1.9099 -0.8897
H -0.8219 0.3811 0.4060
H 1.1313 1.4606 -2.5149



## C
A cluster of 2 separate species, C9H14 in total, computed with the ωB97M-V functional and the def2-TZVPD basis.

Computed properties:
Gap between HOMO and LUMO (alpha / beta): 9.941 / 6.302 eV
Total charge: +1
2S+1: 2

CARTESIAN COORDINATES (ANGSTROEM)
C -1.1241 1.0007 -2.1388
C -0.7225 0.9733 -3.6370
H -1.4470 0.0027 -1.7497
H -0.3275 1.3363 -1.4732
H -2.0975 1.4980 -2.0279
H -0.5890 -0.0594 -3.8941
H 0.2116 1.5178 -3.7106
H -1.4979 1.4303 -4.2402
C 2.0568 -1.9873 0.7870
C -0.2163 -0.9526 0.7594
C 1.0644 -0.9590 1.2539
C -1.3118 -0.1540 1.2792
C 1.3077 -0.0340 2.2699
C -0.9652 0.8604 2.1675
C 0.2865 0.7660 2.7790
H -0.3467 -1.3182 -0.2580
H -2.3314 -0.2568 0.9217
H 2.8100 -1.5326 0.1320
H 1.4765 -2.7492 0.2743
H 2.3619 0.1015 2.5213
H -1.7474 1.4177 2.6688
H 0.3903 1.3093 3.7160
H 2.7588 -2.2109 1.5995



The structure with the most favorable energy is B; the runner-up is 99.5 kJ/mol above it.



## A
A cluster of 2 separate species, CH3O3S3 in total, computed with the ωB97M-V functional and the def2-TZVPD basis.

Computed properties:
Gap between HOMO and LUMO: 7.743 eV
Total charge: -1

CARTESIAN COORDINATES (ANGSTROEM)
C -1.9111 0.2349 -0.7315
O 1.3479 0.3073 1.6405
O 1.2159 -1.3348 -0.1572
O 2.8534 0.6251 -0.1821
S -1.8008 -1.4394 -0.7872
S -1.2105 1.3630 0.3209
S 1.4405 0.2638 0.0312
H -2.6786 0.7665 -1.3672
H 0.2999 -1.4582 -0.4433
H 0.4435 0.6718 1.6760



## B
The ion CH3O3S3 with charge -1, computed with the ωB97M-V functional and the def2-TZVPD basis.

Computed properties:
Gap between HOMO and LUMO: 8.007 eV
Total charge: -1
SMILES: O=S(=O)([O-])SCS

CARTESIAN COORDINATES (ANGSTROEM)
O 0.3523 -2.0304 -0.1612
S -0.6124 -1.5645 0.8089
O -1.8940 -1.2022 0.2817
O -0.6629 -2.3431 2.0467
S 0.2055 0.3439 1.3028
C 0.0081 1.2474 -0.2733
S 1.3972 2.1202 -1.1440
H -0.8822 1.9859 -0.3952
H -0.2222 0.3994 -1.0080
H 2.3106 1.0433 -1.4585



The structure with the most favorable energy is B; the runner-up is 40.3 kJ/mol above it.



## A
An isolated molecule of C3H6OS, computed with the ωB97M-V functional and the def2-TZVPD basis.

Computed properties:
Gap between HOMO and LUMO: 9.795 eV
SMILES: OC[C@@H]1CS1

CARTESIAN COORDINATES (ANGSTROEM)
O -1.4630 0.3630 -0.7951
C -0.9785 -0.6857 0.0481
C 0.4010 -0.3314 0.5752
C 0.9795 1.0271 0.1715
S 1.6909 -0.4308 -0.6776
H -0.9888 0.1654 -1.6314
H -1.6128 -0.8459 0.9483
H -0.8578 -1.6091 -0.5001
H 0.6584 -0.7824 1.5304
H 1.7731 1.4158 0.7777
H 0.3980 1.7139 -0.4468



## B
An isolated molecule of C3H6OS, computed with the ωB97M-V functional and the def2-TZVPD basis.

Computed properties:
Gap between HOMO and LUMO: 9.884 eV
SMILES: OC[C@@H]1CS1

CARTESIAN COORDINATES (ANGSTROEM)
O 1.5512 -0.8500 0.5499
C 1.0388 0.0187 -0.3996
C -0.5646 0.4409 -0.5257
C -1.3384 0.3826 0.7070
S -1.2664 -1.1874 -0.1885
H 0.9520 -1.5380 0.4012
H 1.8330 0.8772 -0.4591
H 1.2153 -0.5100 -1.2806
H -0.7137 0.9083 -1.4202
H -2.0903 1.3334 1.1001
H -0.6170 0.1243 1.5155



## C
A structure of composition C3H6OS, computed with the ωB97M-V functional and the def2-TZVPD basis.

Computed properties:
Gap between HOMO and LUMO: 9.057 eV

CARTESIAN COORDINATES (ANGSTROEM)
C 1.2629 -0.2353 -0.3847
C -0.1523 -0.6111 0.4304
C -1.3790 0.2961 0.1894
H 1.8859 0.8705 0.1260
H 1.8900 -1.2831 -0.1864
H 0.9910 0.1586 -1.6440
H 0.0295 -0.5068 1.6138
H -0.3275 -1.7403 0.1543
H -0.2202 1.7896 -0.1546
O -1.2293 1.6541 0.0503
S -2.7509 -0.3923 -0.1947



The structure with the most favorable energy is A; the runner-up is 195.6 kJ/mol above it.